(1)
{
  "formula": "C8H6N2",
  "method": "ωB97M-V/def2-TZVPD",
  "relative_energy_ev": 5.9283,
  "spin_multiplicity": 3,
  "lumo_energy_ev": [0.574, -2.000],
  "homo_lumo_gap_ha": [0.2126, 0.2076],
  "mol_weight_g_mol": 130.15,
  "total_charge": 0,
  "e_homo_ev": [-5.21, -7.65],
  "elements": ["C", "C", "C", "C", "C", "C", "C", "C", "N", "N", "H", "H", "H", "H", "H", "H"],
  "positions_angstrom": [[2.1258, -0.1778, -0.1947], [-0.9131, -1.4474, 0.2495], [1.4780, 0.9150, 0.3008], [-0.6876, -0.1953, 1.0083], [-0.6278, 1.1474, -0.7333], [0.2852, -1.6578, -0.5310], [-1.9974, -0.4522, 0.2268], [1.4469, -1.2950, -0.7717], [-1.7726, 0.5181, -0.8141], [0.0731, 0.8657, 0.3545], [3.2431, -0.1721, -0.2303], [-1.3028, -2.1853, 0.8772], [1.9485, 1.6666, 1.0116], [-0.3802, -0.1853, 1.9933], [-0.3545, 1.8557, -1.3700], [-2.5647, 0.7998, -1.3769]],
  "atomic_forces_ev_per_a": [[1.269, 1.619, 0.071], [2.578, -1.153, -1.275], [2.321, -0.029, 1.793], [-0.668, 2.367, 0.768], [-1.785, -1.904, 1.913], [-6.739, -3.742, -0.912], [0.935, 1.813, 0.064], [4.244, 1.717, -0.369], [-0.499, 0.488, -0.094], [-2.243, -1.134, -1.011], [-1.009, 0.118, 0.360], [0.354, -1.659, 0.986], [-0.420, -0.813, -1.449], [-0.129, -0.582, 2.255], [1.316, 2.814, -2.851], [0.476, 0.079, -0.251]]
}


(2)
{
  "formula": "C14H46Ba2F3NO12",
  "method": "ωB97M-V/def2-TZVPD",
  "spin_multiplicity": 2,
  "lumo_energy_ev": [-11.057, -11.347],
  "homo_lumo_gap_ha": [0.1428, 0.1203],
  "mol_weight_g_mol": 752.17,
  "total_charge": 3,
  "e_homo_ev": [-14.94, -14.62],
  "elements": ["N", "H", "H", "H", "H", "Ba", "Ba", "C", "O", "O", "C", "F", "F", "F", "C", "C", "H", "H", "H", "H", "H", "H", "O", "C", "C", "O", "H", "H", "H", "H", "C", "O", "H", "H", "H", "H", "C", "O", "H", "H", "H", "H", "C", "O", "H", "H", "H", "H", "C", "O", "H", "H", "H", "H", "C", "O", "H", "H", "H", "H", "C", "O", "H", "H", "H", "H", "C", "O", "H", "H", "H", "H", "C", "O", "H", "H", "H", "H"],
  "positions_angstrom": [[4.1276, 0.4972, -2.8186], [3.2427, 0.3876, -2.3444], [4.7694, 0.4484, -2.0402], [4.1027, 1.4774, -3.0608], [4.3385, -0.1945, -3.5236], [-2.8927, 2.0238, -3.5868], [-2.6758, 3.2754, 0.2221], [0.4900, 3.4842, 1.9097], [-0.8722, 3.4790, 2.3811], [0.2389, 3.7696, 0.5641], [1.4500, 4.4579, 2.7942], [0.7844, 5.5434, 3.2625], [1.9709, 3.8475, 3.8110], [2.4525, 4.8598, 1.9916], [-1.0000, 2.7849, 3.6249], [-2.4778, 2.8825, 3.9248], [-2.4937, 2.4806, 4.9379], [-2.9234, 3.8771, 3.9405], [-2.9785, 2.1574, 3.2833], [-0.5131, 3.2213, 4.4970], [-0.8059, 1.7189, 3.5069], [0.8510, 2.4683, 2.0700], [-1.5708, 1.0295, -1.1345], [-0.8728, -0.1817, -0.9465], [0.6734, -0.2004, -0.5145], [1.7250, 0.0959, -1.4888], [-1.1860, -0.7773, -1.8039], [-1.4303, -0.7756, -0.2222], [0.9618, -1.2052, -0.2057], [0.9562, 0.3794, 0.3641], [-4.7247, 0.3218, 1.1574], [-4.5528, 1.6857, 1.6043], [-5.4311, 0.4391, 0.3356], [-3.9691, -0.2531, 0.6220], [-5.2187, -0.3027, 1.9018], [-5.2790, 1.9665, 2.1658], [3.2465, -3.1217, -1.3501], [2.3785, -2.6606, -2.3853], [4.2234, -2.6397, -1.3879], [2.7555, -2.9547, -0.3915], [3.3556, -4.2057, -1.3839], [2.0185, -1.7960, -2.1742], [-0.4977, -3.7421, -2.3823], [0.6221, -4.5660, -2.5389], [-0.2701, -2.8874, -1.7453], [-0.7355, -3.3080, -3.3535], [-1.3763, -4.2657, -2.0056], [1.3286, -3.9236, -2.4399], [1.7590, -1.7505, 2.6947], [1.6551, -2.4704, 3.9438], [1.1693, -0.8346, 2.6545], [2.7867, -1.4952, 2.4362], [1.3994, -2.2808, 1.8129], [1.9744, -1.9063, 4.6519], [1.1675, -0.8441, -5.1533], [-0.1859, -0.4617, -5.1426], [1.7115, -0.2517, -5.8890], [1.6301, -0.6365, -4.1883], [1.3116, -1.9150, -5.2971], [-0.1932, 0.4707, -4.9141], [4.5641, 1.8614, 0.3422], [4.0061, 0.4997, 0.2947], [5.1602, 2.0208, -0.5564], [3.7935, 2.6121, 0.5176], [5.2698, 1.8050, 1.1709], [3.1401, 0.5704, -0.1134], [-3.9054, -1.4901, -2.7778], [-4.4518, -0.2141, -3.0849], [-3.0506, -1.7406, -3.4061], [-3.6041, -1.5937, -1.7354], [-4.6208, -2.2874, -2.9794], [-5.2281, 0.0625, -2.5926], [-2.1728, -1.6587, 2.9809], [-2.9879, -0.8126, 3.6740], [-1.1241, -1.3815, 3.0876], [-2.3630, -2.6018, 3.4933], [-2.3365, -1.7674, 1.9088], [-2.5900, -0.6064, 4.5230]],
  "atomic_forces_ev_per_a": [[0.489, 0.887, 0.959], [-1.945, -1.057, 0.550], [0.713, -0.452, 0.431], [0.425, 0.192, -1.071], [-0.063, 0.063, -0.427], [0.741, -2.196, 0.341], [1.620, -1.324, 1.608], [-2.501, 1.022, -1.196], [1.425, -0.151, 0.849], [1.733, -0.107, 1.171], [-0.381, 1.507, -1.747], [0.229, -0.993, -0.754], [0.060, -0.990, 0.721], [-0.598, -0.094, 0.216], [-2.202, 0.569, 0.462], [0.344, -1.159, 0.766], [-0.848, 0.007, 0.138], [0.249, 0.043, -0.121], [-0.479, 0.225, 0.093], [0.838, 0.205, -0.596], [0.657, 0.026, -0.045], [0.692, -0.356, -0.477], [-1.402, 3.386, -0.458], [0.136, -0.709, 0.145], [1.539, 0.144, -2.171], [-1.706, 0.192, 0.413], [1.430, -0.343, -0.684], [0.245, 0.117, 1.036], [-0.890, -0.591, 0.160], [-0.977, 0.548, 0.388], [-2.578, -0.246, -1.004], [1.903, 0.193, -0.704], [-0.663, -0.325, -0.061], [1.324, 0.859, 0.965], [0.447, 0.123, 0.162], [-0.216, -0.377, 0.208], [-0.407, 0.057, 0.649], [0.660, -0.348, -0.584], [-0.007, -0.034, 0.070], [0.276, 0.290, 0.255], [0.069, 0.089, -0.558], [-0.031, 0.716, 0.464], [-0.063, 0.184, -0.560], [-0.826, -0.531, 0.490], [-0.079, 0.078, 0.471], [-0.479, 0.166, -0.346], [0.150, -0.208, 0.082], [0.740, -0.061, -0.335], [0.393, 0.049, 0.276], [-0.423, 0.369, -1.572], [-0.116, 0.372, 0.482], [0.189, 0.093, 0.265], [-0.194, -0.902, 0.565], [0.161, 0.068, -0.026], [1.463, 0.119, 0.461], [-1.358, 0.111, 0.155], [0.070, -0.321, -0.342], [-0.074, 0.045, 0.292], [-0.505, 0.145, -0.363], [0.357, 0.021, -0.102], [0.107, -1.966, 0.555], [0.523, 1.267, -0.082], [-0.120, 0.512, -0.140], [0.157, 0.063, -0.157], [-0.093, 0.460, -0.013], [-0.579, -0.313, -0.442], [-0.160, -1.826, 0.595], [0.882, 2.116, -0.803], [0.050, 0.642, -0.152], [0.031, 0.342, 0.027], [-0.246, 0.209, -0.037], [-0.327, -0.949, 0.260], [1.539, -2.085, 0.514], [-1.767, 2.892, 0.077], [0.244, -0.164, 0.010], [0.769, -0.765, -0.774], [-0.696, 0.353, 0.051], [-0.071, -0.192, 0.058]]
}


(3)
{
  "formula": "C5H6O",
  "method": "ωB97M-V/def2-TZVPD",
  "relative_energy_ev": 4.2364,
  "spin_multiplicity": 1,
  "lumo_energy_ev": 0.735,
  "homo_lumo_gap_ha": 0.3479,
  "mol_weight_g_mol": 82.10,
  "total_charge": 0,
  "e_homo_ev": -8.73,
  "elements": ["O", "C", "C", "C", "C", "C", "H", "H", "H", "H", "H", "H"],
  "positions_angstrom": [[2.3654, -0.6662, -0.0477], [1.2218, -0.3058, 0.0202], [0.5132, 1.0236, -0.2823], [-0.7732, 0.4232, 0.3232], [-1.0573, -1.3079, -0.4619], [-0.0455, -0.9675, 0.5310], [0.9544, 1.8388, 0.2997], [0.4425, 1.3380, -1.3271], [-1.1908, 0.8205, 1.2468], [-0.6739, -1.0008, -1.4562], [-1.6557, 0.3163, -0.3572], [-0.0867, -1.4608, 1.5023]],
  "atomic_forces_ev_per_a": [[-0.638, 0.226, 0.060], [0.505, -0.145, -0.124], [0.059, 0.078, -0.091], [-0.226, 0.218, 0.086], [0.283, -0.025, -0.027], [-0.028, -0.289, 0.107], [-0.064, -0.116, -0.043], [0.028, -0.096, 0.153], [0.098, -0.104, -0.093], [-0.083, -0.018, 0.142], [0.039, 0.176, -0.038], [0.027, 0.095, -0.132]]
}


(4)
{
  "formula": "C4H13N2Si",
  "method": "ωB97M-V/def2-TZVPD",
  "relative_energy_ev": 2.9559,
  "spin_multiplicity": 1,
  "smiles": "C/C=[N+](/C)[SiH2]NC",
  "lumo_energy_ev": -4.721,
  "homo_lumo_gap_ha": 0.3020,
  "mol_weight_g_mol": 117.25,
  "total_charge": 1,
  "e_homo_ev": -12.94,
  "elements": ["C", "C", "N", "C", "Si", "N", "C", "H", "H", "H", "H", "H", "H", "H", "H", "H", "H", "H", "H", "H"],
  "positions_angstrom": [[1.2656, 1.9912, -0.6330], [1.7990, 0.8319, -0.0090], [1.2755, -0.3536, -0.1216], [1.9077, -1.4998, 0.6633], [-0.3401, -0.7914, -0.7026], [-1.7347, -0.2168, 0.7177], [-3.0309, 0.0376, 0.1662], [1.9464, 2.4811, -1.3860], [0.2943, 2.0819, -0.9641], [1.2995, 2.6798, 0.3024], [2.7443, 0.8233, 0.2929], [1.2250, -1.7522, 1.4028], [2.7795, -1.0884, 1.0270], [2.1519, -2.2845, -0.0042], [0.0069, -2.1405, -1.0789], [-0.6104, 0.1048, -1.8084], [-1.7621, -1.0384, 1.3633], [-2.8287, 0.3403, -0.8982], [-3.8628, -0.8254, 0.1895], [-3.5486, 0.8738, 0.6510]],
  "atomic_forces_ev_per_a": [[2.075, 3.601, 1.912], [-3.438, -2.880, -3.530], [0.569, 0.051, 2.100], [-0.570, 1.812, -2.353], [-3.437, 1.593, 1.847], [3.807, -3.035, -0.988], [-2.456, -0.730, -1.885], [-0.323, -0.637, 0.927], [-2.128, -0.664, -0.727], [0.012, -0.274, -1.451], [3.924, 0.487, 1.981], [-1.016, -0.776, 1.478], [1.938, 0.487, 1.290], [-0.044, -0.882, -0.556], [-0.388, -0.638, -0.014], [-0.165, 0.070, -0.350], [-0.033, 1.103, -0.367], [-0.954, -0.179, 0.800], [2.184, 1.485, -0.201], [0.442, 0.008, 0.088]]
}


(5)
{
  "formula": "C3H11N2",
  "method": "ωB97M-V/def2-TZVPD",
  "relative_energy_ev": 2.3625,
  "spin_multiplicity": 1,
  "lumo_energy_ev": -3.528,
  "homo_lumo_gap_ha": 0.3883,
  "mol_weight_g_mol": 75.13,
  "total_charge": 1,
  "e_homo_ev": -14.09,
  "elements": ["C", "N", "H", "H", "H", "H", "H", "H", "C", "C", "N", "H", "H", "H", "H", "H"],
  "positions_angstrom": [[1.6152, 1.3366, -0.2607], [0.9115, 0.7488, -1.5181], [1.9515, 0.4347, 0.2603], [0.6715, 1.5956, 0.3112], [2.2819, 2.1717, -0.4778], [1.5679, 0.0555, -2.0845], [-0.0152, 0.2026, -1.3223], [0.5944, 1.5393, -2.1659], [-0.7857, -0.4193, 1.7931], [-1.3799, -1.3796, -0.2098], [-0.6217, -0.5165, 0.3577], [-0.4881, 0.5480, 2.0603], [-1.8517, -0.5641, 2.0632], [-0.1659, -1.0825, 2.3551], [-1.6180, -1.5341, -1.2515], [-1.6545, -2.2186, 0.4395]],
  "atomic_forces_ev_per_a": [[-3.502, -1.442, 0.253], [0.460, -0.395, -2.859], [0.747, 0.630, -0.111], [1.540, 0.447, -0.335], [-0.053, -0.514, -0.096], [-1.667, 2.020, 1.318], [2.100, 1.042, 0.899], [0.908, -1.327, 0.856], [-0.956, -0.703, 0.013], [1.314, -1.115, 1.970], [-1.779, -0.099, -2.120], [0.246, 1.510, 0.618], [0.734, 0.051, 0.023], [0.470, -0.778, 0.241], [0.533, 0.508, -0.491], [-1.093, 0.165, -0.180]]
}


(6)
{
  "formula": "C3H2Br2O2",
  "method": "ωB97M-V/def2-TZVPD",
  "relative_energy_ev": 2.1402,
  "spin_multiplicity": 1,
  "smiles": "O=C=CBr.O=CBr",
  "lumo_energy_ev": -0.723,
  "homo_lumo_gap_ha": 0.3254,
  "mol_weight_g_mol": 229.85,
  "total_charge": 0,
  "e_homo_ev": -9.58,
  "elements": ["O", "C", "C", "Br", "H", "O", "C", "Br", "H"],
  "positions_angstrom": [[0.6349, -0.8032, 2.5683], [0.0589, -0.9064, 1.5478], [-0.5714, -0.7351, 0.4614], [-0.8863, -2.1867, -0.7798], [-1.2861, 0.1981, 0.3137], [-0.3229, 2.1076, -0.7740], [0.2721, 1.1048, -1.0682], [2.0632, 0.7682, -0.4785], [0.0375, 0.4528, -1.7908]],
  "atomic_forces_ev_per_a": [[-0.748, -0.769, -1.851], [2.082, 0.959, 4.484], [-4.098, 0.838, -3.384], [0.301, 0.642, 0.599], [1.692, -2.338, 0.715], [0.613, -1.535, -0.231], [0.802, 4.855, 2.200], [0.595, 0.115, 0.078], [-1.240, -2.767, -2.609]]
}


(7)
{
  "formula": "C4H10N2O",
  "method": "ωB97M-V/def2-TZVPD",
  "relative_energy_ev": 1.2540,
  "spin_multiplicity": 2,
  "lumo_energy_ev": [-3.562, -8.421],
  "homo_lumo_gap_ha": [0.4018, 0.2141],
  "mol_weight_g_mol": 102.14,
  "total_charge": 1,
  "e_homo_ev": [-14.49, -14.25],
  "elements": ["N", "C", "C", "N", "C", "C", "O", "H", "H", "H", "H", "H", "H", "H", "H", "H", "H"],
  "positions_angstrom": [[2.1388, 0.6285, -0.1386], [1.1295, 0.7813, -1.1315], [-0.3534, 0.7856, -0.5616], [-0.9129, -0.3202, 0.0463], [-1.7907, 0.0305, 1.1675], [-0.2735, -1.6304, 0.1881], [-1.0379, 1.7640, -0.7964], [2.4935, 1.5135, 0.1604], [2.8956, 0.0727, -0.5083], [1.0031, 0.0521, -1.9372], [1.1399, 1.7843, -1.5601], [-2.3174, -0.8655, 1.4879], [-1.1897, 0.3828, 2.0134], [-2.4851, 0.8207, 0.8903], [-1.0250, -2.3898, -0.0248], [0.0454, -1.6886, 1.2297], [0.5397, -1.7217, -0.5252]],
  "atomic_forces_ev_per_a": [[-0.212, -1.233, -0.680], [-1.360, 0.894, 0.407], [-0.119, 1.703, -1.815], [-0.051, -0.532, 1.875], [-0.418, -0.437, -0.154], [0.021, 0.835, -0.488], [0.413, -0.791, 0.679], [0.200, 0.430, 0.184], [0.228, -0.148, 0.325], [0.897, -0.207, 0.102], [-0.002, -0.165, -0.281], [-0.021, -0.004, -0.054], [0.139, 0.050, -0.111], [0.088, 0.066, -0.204], [-0.103, -0.050, 0.104], [0.233, -0.326, -0.082], [0.066, -0.085, 0.192]]
}


(8)
{
  "formula": "C3H4IPS",
  "method": "ωB97M-V/def2-TZVPD",
  "relative_energy_ev": 0.0000,
  "spin_multiplicity": 1,
  "lumo_energy_ev": -1.392,
  "homo_lumo_gap_ha": 0.2705,
  "mol_weight_g_mol": 230.01,
  "total_charge": 0,
  "e_homo_ev": -8.75,
  "elements": ["C", "C", "C", "P", "S", "I", "H", "H", "H", "H"],
  "positions_angstrom": [[2.0330, -0.6472, 0.0314], [1.1932, 0.2003, 0.6232], [-0.2799, 0.4018, 0.1430], [3.9692, -0.4731, 0.6575], [4.6862, 0.4591, -0.9000], [1.7571, 1.3200, 2.3548], [1.6637, -1.3309, -0.6949], [-0.5442, 1.4788, -0.3037], [-0.5447, -0.2715, -0.7347], [-1.0513, 0.2603, 0.9011]],
  "atomic_forces_ev_per_a": [[1.807, 1.332, 2.505], [-1.666, -0.201, -0.873], [-0.326, 1.428, -1.700], [-1.822, 0.251, -2.117], [-0.166, -0.592, 1.050], [-0.101, -0.188, -0.618], [0.131, -0.329, -0.812], [1.131, -2.034, 1.132], [0.662, 0.505, 1.165], [0.350, -0.172, 0.267]]
}